Entry 1:
19
Properties=species:S:1:pos:R:3:forces:R:3 method="wB97M-V/def2-TZVPD" total_charge=0 smiles="CC1(C)OC1=O.CC=O" e_homo_ev=-8.96 energy_ev=-12523.830 lumo_energy_ev=0.297 spin_multiplicity=1 gap_ev=9.26
C -1.10546 -1.02485 -0.37115 0.56 0.24 0.13
C -1.07072 0.33349 0.28032 0.93 0.45 1.23
C -2.02795 1.34884 -0.28984 0.14 -0.15 0.22
O -1.23289 0.17330 1.76466 -0.10 -0.27 1.41
C -0.15418 0.87474 1.49956 -3.03 1.13 -3.02
O 0.34682 1.88679 1.87374 0.59 -0.50 0.49
H -0.75355 -0.95686 -1.39920 -0.05 -0.09 -0.13
H -2.12527 -1.41485 -0.36839 -0.08 0.14 -0.04
H -0.48970 -1.73373 0.17613 0.11 0.00 -0.01
H -3.03820 0.94723 -0.35626 -0.11 -0.15 0.00
H -1.71109 1.62100 -1.29192 0.06 0.07 -0.17
H -2.06531 2.24654 0.31825 0.10 0.12 0.05
C 2.36388 -1.01321 -0.74775 -0.46 -0.02 -0.18
C 1.89061 -0.09911 0.32746 1.18 -1.05 2.54
O 1.42388 -0.48118 1.41276 0.83 -0.22 -2.37
H 2.13039 -0.57821 -1.72057 -0.07 -0.07 -0.07
H 1.93020 -2.00595 -0.64496 0.09 0.01 -0.03
H 3.45498 -1.06496 -0.70510 0.00 0.01 0.15
H 2.23358 0.94096 0.24227 -0.67 0.34 -0.19


Entry 2:
19
Properties=species:S:1:pos:R:3:forces:R:3 method="wB97M-V/def2-TZVPD" total_charge=0 e_homo_ev=-10.06 energy_ev=-12524.018 lumo_energy_ev=0.751 spin_multiplicity=1 gap_ev=10.81
C 1.06578 1.72006 -0.94509 0.05 0.09 -0.07
C 0.01105 0.85948 -0.30261 0.15 0.10 0.01
C -0.53053 1.15397 1.06350 -0.28 -0.04 0.06
C 0.29533 -0.08847 0.83281 0.70 -0.26 -0.68
C -0.48461 -1.33143 0.52130 0.25 -1.45 0.32
O -0.93315 -2.05513 1.53871 0.86 -2.76 0.28
O -1.41410 -1.01515 -0.44256 0.73 -0.61 0.51
C -0.95393 0.10438 -1.20319 0.17 0.21 -0.19
H 1.66433 1.13605 -1.65923 -0.14 0.15 0.17
H 0.60894 2.56145 -1.48606 0.14 -0.18 0.12
H 1.74494 2.13164 -0.18656 -0.17 -0.08 -0.19
H -0.04388 1.95088 1.62656 -0.11 -0.27 -0.14
H -1.60017 1.04017 1.25239 0.31 0.00 -0.05
H 1.27896 -0.19362 1.28979 -0.31 0.06 -0.12
H -1.83280 0.69381 -1.49673 0.19 -0.19 0.10
H -0.43668 -0.25028 -2.10792 -0.12 0.04 0.20
O 0.49467 -2.69657 -0.02251 -0.48 1.23 -0.12
H -0.26867 -3.05684 1.28050 -2.33 3.53 -0.04
H 1.33452 -2.66440 0.44692 0.38 0.41 -0.17


Entry 3:
20
Properties=species:S:1:pos:R:3:forces:R:3 method="wB97M-V/def2-TZVPD" total_charge=0 e_homo_ev=-8.81 energy_ev=-23358.199 lumo_energy_ev=0.676 spin_multiplicity=1 gap_ev=9.48
C 2.47193 -1.01002 2.87979 0.43 0.65 2.39
C 2.67941 -0.84735 1.61081 -1.54 -1.09 -4.21
C 0.61652 2.18076 -1.27886 1.40 2.25 1.42
C -0.02706 1.26521 -0.61003 -1.16 -1.98 0.28
C 0.45752 2.66431 -2.67044 -0.19 0.18 -2.19
C 1.56491 -0.70027 0.42902 1.72 0.27 2.36
O 1.33711 1.60875 1.85228 -0.52 0.17 -0.99
O 0.78731 -1.84332 0.30109 -0.07 -1.13 0.54
O 2.19001 -0.38193 -0.77428 0.24 -0.42 1.44
S 0.41985 0.70074 1.10125 -0.05 -0.01 -0.65
H 3.40828 -1.12479 3.44600 -0.66 -0.42 0.09
H 1.56700 -0.83507 3.48344 0.37 -0.03 -0.69
H 3.61127 -1.19521 1.17023 0.22 0.69 0.07
H 1.36662 2.79001 -0.62683 -1.02 -1.13 -1.34
H -0.81306 0.61384 -1.10211 0.83 0.70 0.82
H -0.42289 2.43979 -3.34077 0.75 -1.33 1.07
H 0.23210 3.71497 -2.72096 0.80 0.98 0.63
H 1.40836 2.49084 -3.25902 -1.04 0.23 0.60
H 1.04608 -2.55984 0.94365 -0.20 1.35 -0.92
H 1.48753 -0.40421 -1.41794 -0.30 0.08 -0.72


Entry 4:
20
Properties=species:S:1:pos:R:3:forces:R:3 method="wB97M-V/def2-TZVPD" total_charge=0 smiles="C=CCOC(=O)OCOC" e_homo_ev=-8.58 energy_ev=-14569.447 lumo_energy_ev=-0.287 spin_multiplicity=1 gap_ev=8.30
C 0.02064 0.98272 3.17789 -0.32 0.11 -0.01
C -0.94402 1.57665 2.41113 0.44 -0.27 -0.20
C -0.95737 1.15443 0.96859 1.01 2.95 -0.01
O -1.47743 -0.16828 0.89386 1.01 -0.53 0.63
C -1.56011 -0.64349 -0.36528 1.08 -1.56 0.78
O -2.26734 -0.19703 -1.16368 -2.44 1.75 -2.42
O -0.79110 -1.72823 -0.67526 0.67 0.52 0.61
C 0.58791 -1.27455 -0.81212 -0.37 -0.33 0.08
O 1.17559 -1.86884 -1.91065 0.05 0.19 0.35
C 1.59023 -0.92606 -2.89170 0.29 -0.14 -0.20
H -0.21772 0.26318 3.95762 0.17 1.47 1.37
H 1.06284 1.20099 2.94484 0.11 -1.69 -1.08
H -1.62595 2.33735 2.77991 -1.33 -1.35 0.35
H 0.08580 1.22961 0.62417 -0.04 -0.52 -0.16
H -1.52630 1.86825 0.36711 -0.30 -0.43 -0.18
H 1.08986 -1.54121 0.12065 0.19 -0.02 -0.16
H 0.57090 -0.19408 -0.97510 0.07 0.06 0.28
H 0.75473 -0.56371 -3.49664 -0.01 -0.12 0.02
H 2.10437 -0.06577 -2.44819 -0.09 -0.09 0.11
H 2.32448 -1.44193 -3.50715 -0.17 0.02 -0.18


Entry 5:
18
Properties=species:S:1:pos:R:3:forces:R:3 method="wB97M-V/def2-TZVPD" total_charge=0 e_homo_ev=-9.05 energy_ev=-19262.278 lumo_energy_ev=0.664 spin_multiplicity=1 gap_ev=9.72
C 0.52374 1.48387 -0.51884 0.31 -0.46 -1.85
C -0.15969 0.37702 0.17095 -2.44 -1.44 1.07
C 0.32074 -0.26807 1.50486 1.99 2.94 -1.28
C 0.52890 -0.93538 0.22184 -1.04 -2.42 -1.69
C -1.60152 0.33547 -0.28901 -1.11 0.15 -0.84
C -2.26567 -0.82950 -0.58154 -1.31 -1.44 0.26
H 2.26315 0.98158 -0.28585 0.10 1.72 0.67
H -0.04619 2.38837 -0.60543 -0.66 0.27 -0.10
H 0.59952 0.92687 -1.50772 -0.04 1.50 0.04
H -0.24269 -0.70378 2.27908 -0.80 -0.13 0.70
H 1.16206 0.44636 1.71056 -0.57 -1.19 0.81
H -0.19844 -1.80657 -0.02929 1.74 1.57 0.67
H 2.66000 -1.66709 0.48703 0.78 -0.46 0.80
H -2.10273 1.51809 -0.52664 1.21 -4.02 0.89
H -3.36747 -0.75624 -0.81213 1.38 0.01 0.00
H -2.00747 -2.18885 -0.53745 -0.23 4.86 0.08
O 1.77429 1.84607 -0.08555 1.74 -1.63 0.14
S 2.15948 -1.14821 -0.59488 -1.06 0.17 -0.35


Entry 6:
18
Properties=species:S:1:pos:R:3:forces:R:3 method="wB97M-V/def2-TZVPD" total_charge=0 e_homo_ev="-8.06 / -7.96" energy_ev=-19263.224 lumo_energy_ev="-0.283 / -0.331" spin_multiplicity=1 gap_ev="7.78 / 7.63"
C -0.39046 -1.91397 -0.31706 -0.20 1.62 2.49
C -0.16498 -0.73605 -0.89525 0.23 0.46 1.29
C -0.58007 -2.01211 1.14246 0.52 3.51 -0.03
C 0.14344 0.59180 -0.11561 -1.69 -3.27 0.16
C -1.08643 1.38410 0.17560 -1.14 -1.34 -2.94
C 1.18251 1.33279 -0.84110 0.74 1.25 1.03
O 2.08485 -0.32019 1.14089 2.91 -0.80 0.69
S 0.75962 0.05105 1.58703 -2.06 -1.39 -1.71
H -0.41668 -2.82948 -0.79732 -0.10 -1.52 -1.49
H -0.15770 -0.69090 -1.94931 0.19 0.27 -1.16
H -1.38410 -1.40594 1.60315 0.20 -0.98 -0.34
H -0.17855 -2.82814 1.69503 0.11 -0.51 0.40
H -1.30431 2.00476 -0.69840 -0.57 -0.27 -0.03
H -0.85393 2.03308 0.89898 0.58 2.67 3.02
H -1.92169 0.75915 0.48211 -0.17 0.11 -0.16
H 1.00823 2.39037 -0.60408 0.93 0.01 0.10
H 1.09167 1.26721 -1.88286 -0.55 -0.30 -1.62
H 2.16859 0.92249 -0.62426 0.08 0.48 0.29